No. 1
72
Properties=species:S:1:pos:R:3:forces:R:3:nbo_charge:R:1 method="wB97M-V/def2-TZVPD" homo_lumo_gap_ev=5.878 homo_energy_ev=-1.995 total_charge=-2
Rb -1.202 0.534 -0.284 0.642 -0.695 0.615 0.943
C 2.347 -4.523 -2.712 -0.071 -0.083 -0.049 -0.685
C 1.763 -3.205 -2.277 0.038 0.104 -0.131 0.124
N 1.093 -3.042 -1.200 0.080 -0.125 -0.070 -0.149
N 0.758 -4.174 -0.517 -0.067 0.297 0.296 -0.486
C 0.947 -4.118 0.776 0.049 -0.098 -0.064 0.263
N 0.322 -5.157 1.481 0.020 -0.065 -0.029 -0.843
S 1.938 -3.039 1.666 -0.097 0.007 0.010 -0.517
C 2.030 -2.005 -3.107 0.035 -0.096 0.011 0.201
C 3.062 -2.037 -4.054 0.040 0.049 0.004 -0.269
C 3.341 -0.908 -4.802 0.016 -0.020 0.007 -0.182
C 2.574 0.229 -4.610 -0.032 -0.011 -0.007 -0.297
C 1.552 0.165 -3.672 -0.103 0.017 -0.082 0.032
N 1.278 -0.909 -2.940 0.063 0.032 0.014 -0.411
H 1.901 -5.310 -2.108 0.004 0.001 -0.010 0.256
H 3.430 -4.550 -2.558 0.000 0.018 0.018 0.206
H 2.155 -4.722 -3.771 0.004 0.017 -0.005 0.195
H -0.540 -5.447 1.038 0.014 0.017 0.047 0.364
H 0.228 -4.927 2.457 0.003 -0.013 -0.007 0.379
H 3.651 -2.933 -4.179 0.006 0.005 -0.003 0.209
H 4.153 -0.917 -5.521 -0.007 0.001 -0.008 0.196
H 2.748 1.139 -5.169 -0.004 0.005 0.000 0.205
H 0.910 1.022 -3.495 0.023 0.019 0.020 0.221
N 1.914 1.134 -0.318 -0.005 0.142 -0.283 -0.822
C 1.906 2.580 -0.417 -0.063 0.054 0.144 -0.184
C 3.026 3.162 -1.304 0.048 -0.116 -0.113 -0.391
C 3.142 4.683 -1.364 0.166 0.109 0.153 -0.411
C 3.415 5.309 0.010 -0.039 0.024 0.003 -0.227
N 2.214 5.316 0.820 0.055 0.065 -0.221 -0.643
C 2.292 5.402 2.106 -0.414 -0.077 0.004 0.626
N 1.169 5.306 2.866 0.291 0.357 -0.244 -0.821
N 3.469 5.633 2.806 0.220 0.025 -0.010 -0.842
C 0.567 3.053 -0.986 0.277 0.010 -0.099 0.828
O 0.176 4.269 -0.684 0.269 0.357 0.038 -0.703
O -0.069 2.366 -1.762 0.267 0.398 -0.247 -0.678
H 2.817 0.791 -0.018 -0.053 -0.059 0.108 0.361
H 1.696 0.688 -1.202 0.012 -0.019 -0.018 0.376
H 2.005 2.983 0.590 -0.120 -0.029 -0.007 0.236
H 2.898 2.748 -2.311 0.011 0.031 -0.023 0.205
H 3.975 2.760 -0.929 -0.019 -0.025 0.018 0.190
H 2.243 5.132 -1.792 0.005 0.007 0.010 0.214
H 3.969 4.936 -2.036 0.001 0.014 0.034 0.193
H 3.802 6.330 -0.118 0.006 0.017 -0.053 0.173
H 4.227 4.723 0.475 0.027 -0.004 -0.012 0.148
H 0.846 4.724 -0.075 -0.210 -0.217 0.168 0.525
H 0.524 4.593 2.492 -0.214 0.034 -0.086 0.451
H 1.340 5.092 3.838 -0.100 -0.144 -0.099 0.391
H 4.305 5.476 2.268 0.022 0.008 0.028 0.374
H 3.500 5.167 3.701 -0.011 0.028 -0.030 0.385
N 0.200 0.115 2.376 -0.292 -0.131 0.133 -0.843
C -0.508 0.993 3.310 0.146 0.202 -0.075 -0.326
C 0.006 2.436 3.113 -0.157 -0.238 -0.093 0.767
O 0.669 2.958 4.043 -0.136 -0.317 0.102 -0.805
O -0.277 2.968 1.999 0.251 0.160 0.343 -0.804
H -0.058 -0.857 2.511 0.073 -0.043 0.014 0.371
H 1.200 0.155 2.530 0.023 0.006 -0.088 0.360
H -0.396 0.709 4.363 0.027 0.059 -0.001 0.158
H -1.570 0.989 3.051 -0.001 -0.072 0.031 0.194
Br -7.030 -0.770 -0.217 0.012 -0.013 0.014 0.020
C -6.581 1.076 -0.090 -0.014 0.000 -0.016 -0.087
C -7.614 1.975 0.134 -0.028 0.009 -0.002 -0.254
C -7.333 3.329 0.221 0.025 -0.004 -0.005 -0.239
C -6.023 3.767 0.070 -0.016 -0.010 -0.008 -0.224
C -5.010 2.852 -0.161 0.021 0.018 -0.018 -0.198
C -5.265 1.483 -0.236 0.000 0.048 0.038 -0.040
C -4.083 0.528 -0.410 -0.392 -0.162 0.000 0.719
O -3.569 0.481 -1.546 -0.411 0.095 -0.111 -0.759
O -3.724 -0.055 0.633 -0.221 0.023 0.010 -0.753
H -8.627 1.611 0.243 0.001 -0.003 -0.010 0.209
H -8.133 4.035 0.406 -0.002 -0.001 -0.006 0.196
H -5.790 4.823 0.134 0.005 0.000 0.007 0.203
H -3.988 3.192 -0.282 0.007 -0.003 0.003 0.227

***

No. 2
82
Properties=species:S:1:pos:R:3:forces:R:3:lowdin_spin:R:1 method="wB97M-V/def2-TZVPD" homo_lumo_gap_ev="7.443 / 7.997" spin_multiplicity=4 homo_energy_ev="-5.194 / -5.749" total_charge=-1
Mo 0.037 -0.416 0.548 0.007 0.102 -0.022 2.638
C 2.507 -3.755 -2.595 0.057 -0.048 0.013 0.001
C 1.184 -3.098 -2.276 -0.011 0.026 -0.014 0.002
O 0.979 -1.889 -3.023 0.025 0.104 -0.081 0.003
P 1.698 -0.494 -2.711 -0.192 -0.370 0.004 0.013
S 0.733 0.946 -3.552 -0.047 0.284 -0.140 0.005
S 2.152 -0.440 -0.729 0.171 0.237 0.055 0.050
O 3.137 -0.749 -3.385 0.174 -0.106 -0.004 0.000
C 4.119 0.292 -3.372 -0.092 0.035 -0.055 0.000
C 5.474 -0.347 -3.549 0.080 -0.006 -0.010 0.000
H 2.539 -4.744 -2.132 0.014 -0.002 0.017 0.000
H 3.339 -3.165 -2.212 -0.017 0.007 0.002 0.000
H 2.633 -3.869 -3.673 -0.015 -0.004 -0.005 0.000
H 1.102 -2.878 -1.211 0.036 -0.024 -0.064 0.001
H 0.350 -3.740 -2.562 0.002 0.000 -0.016 0.000
H 4.063 0.839 -2.428 0.013 -0.003 0.011 0.000
H 3.890 0.989 -4.182 -0.002 0.001 0.003 0.000
H 5.715 -0.981 -2.695 -0.016 -0.007 0.003 0.000
H 6.245 0.421 -3.639 -0.005 0.004 0.014 0.000
H 5.493 -0.962 -4.450 -0.014 0.010 -0.012 0.000
C -4.335 -0.453 4.298 0.009 -0.023 -0.007 0.000
C -2.815 -0.352 4.191 -0.215 0.027 -0.008 0.000
O -2.318 0.353 5.327 -0.056 0.037 0.005 0.000
P -2.033 -2.005 4.192 0.076 0.149 -0.151 0.000
O -2.804 -2.784 3.043 0.033 -0.160 -0.036 0.000
O -2.633 -2.753 5.475 -0.037 -0.011 -0.116 0.000
O -0.565 -1.964 4.157 -0.112 -0.066 0.118 0.000
P -2.260 0.533 2.668 -0.153 0.166 0.037 0.005
O -3.545 1.333 2.189 0.190 -0.088 0.217 0.001
O -1.146 1.448 3.092 -0.041 -0.028 0.065 0.002
O -1.890 -0.505 1.603 0.375 -0.015 0.082 0.045
H -4.607 -1.037 5.177 0.024 0.008 0.022 0.000
H -4.764 -0.927 3.417 0.015 -0.014 -0.007 0.000
H -4.752 0.548 4.389 0.024 0.020 -0.004 0.000
H -1.597 0.916 5.000 0.057 -0.003 0.024 0.000
H -2.634 -2.343 2.190 0.071 0.009 -0.087 0.000
H -1.924 -2.864 6.116 0.074 -0.007 0.120 0.000
H -3.276 2.079 1.604 -0.032 0.029 -0.129 0.000
C 2.429 1.961 3.530 0.079 0.100 0.029 0.000
C 2.109 1.428 2.154 -0.055 -0.253 -0.108 0.006
O 1.065 0.436 2.266 -0.304 0.097 -0.158 0.059
H 3.245 2.683 3.465 0.002 -0.006 0.018 0.000
H 2.724 1.152 4.198 0.012 -0.019 -0.017 0.000
H 1.563 2.470 3.957 -0.028 -0.001 -0.020 0.000
H 2.960 0.917 1.704 0.001 0.014 0.051 0.000
H 1.773 2.215 1.479 0.027 0.070 0.008 0.001
H 0.277 0.881 2.709 0.059 -0.054 0.116 0.004
F 2.608 -1.895 2.112 -0.110 0.016 -0.079 0.007
C 1.644 -2.801 1.848 0.167 -0.079 0.156 0.019
C 0.500 -2.448 1.152 -0.101 0.006 0.148 0.006
C -0.380 -3.489 0.952 -0.117 -0.238 -0.015 0.019
F -1.541 -3.283 0.265 0.072 0.090 0.083 0.008
C -0.186 -4.786 1.398 -0.029 0.059 -0.028 -0.004
F -1.088 -5.750 1.156 0.035 0.018 0.021 -0.003
C 0.965 -5.078 2.102 0.045 -0.122 0.054 0.019
F 1.190 -6.324 2.552 -0.029 0.121 -0.043 0.006
C 1.888 -4.075 2.330 0.016 0.026 -0.044 -0.004
F 3.011 -4.355 3.010 -0.052 -0.010 -0.024 -0.003
N -0.786 5.746 -5.311 0.006 0.083 -0.005 0.000
C -0.903 5.107 -4.078 -0.018 -0.047 -0.056 0.000
C -2.154 4.925 -3.490 -0.045 -0.007 -0.011 0.000
C -2.268 4.298 -2.262 0.048 0.043 0.046 0.000
C -1.128 3.859 -1.606 0.005 0.224 -0.168 0.000
C 0.127 4.051 -2.176 -0.022 -0.042 -0.050 0.000
C 0.238 4.672 -3.402 0.011 -0.001 0.054 0.000
S -1.206 3.041 -0.061 0.146 -0.018 -0.010 0.004
O -0.150 3.552 0.765 -0.219 0.038 0.104 0.001
O -2.590 3.141 0.383 0.086 0.192 0.035 0.001
N -0.836 1.522 -0.385 -0.090 -0.541 -0.001 0.021
C -1.616 0.726 -1.154 -0.004 0.136 0.079 0.026
S -3.068 1.037 -2.035 0.086 -0.008 -0.059 0.007
C -3.129 -0.636 -2.486 -0.035 0.010 -0.026 0.006
C -2.106 -1.313 -1.937 0.161 -0.035 0.027 0.006
N -1.250 -0.547 -1.186 -0.262 -0.073 0.020 0.016
H -1.604 5.702 -5.896 0.003 -0.022 0.017 0.000
H 0.058 5.538 -5.820 -0.011 -0.027 0.014 0.000
H -3.042 5.272 -4.005 -0.005 -0.003 -0.005 0.000
H -3.238 4.153 -1.806 0.016 0.001 0.016 0.000
H 1.008 3.688 -1.666 0.002 -0.008 0.013 0.000
H 1.214 4.802 -3.854 0.005 -0.009 -0.006 0.000
H -3.905 -1.013 -3.127 -0.016 0.006 -0.012 0.001
H -1.911 -2.368 -2.042 -0.005 0.006 -0.006 0.000

***

No. 3
64
Properties=species:S:1:pos:R:3:forces:R:3:nbo_charge:R:1 method="wB97M-V/def2-TZVPD" homo_lumo_gap_ev=6.027 homo_energy_ev=-3.966 total_charge=-1
O 3.656 1.184 -2.282 2.168 -0.078 -1.866 -0.551
C 4.156 0.475 -3.479 -0.705 -0.690 -0.363 -0.072
C 5.487 1.202 -3.551 -0.770 0.036 0.724 -0.472
H 3.466 0.700 -4.314 0.322 -0.447 0.279 0.193
H 4.272 -0.617 -3.311 -0.192 0.789 -0.124 0.188
C 4.921 1.900 -2.286 1.423 0.682 -0.387 0.277
H 5.584 1.853 -4.430 0.272 -0.273 0.385 0.208
H 6.372 0.611 -3.317 -0.060 -0.040 -0.427 0.207
C 4.797 3.365 -2.625 0.016 0.307 0.368 -0.622
H 4.169 3.474 -3.515 -0.283 0.156 0.439 0.218
H 5.780 3.733 -2.943 0.002 -0.032 0.304 0.205
H 4.468 3.946 -1.755 -0.264 0.120 -0.402 0.214
C 5.747 1.610 -1.042 -0.155 0.087 0.004 -0.629
H 5.732 0.527 -0.835 -0.157 0.426 0.118 0.218
H 5.351 2.197 -0.194 0.270 -0.455 -0.145 0.219
H 6.799 1.874 -1.230 -0.316 0.158 0.139 0.208
Pb -1.168 0.078 1.275 -1.300 0.131 0.848 1.470
C -1.637 -1.692 3.869 0.146 -0.702 -0.461 -0.324
C -2.120 -2.765 3.068 1.043 0.600 0.011 -0.342
C -1.119 -3.086 2.114 -0.065 -0.150 0.720 -0.327
H -3.041 -3.302 3.228 -0.173 0.116 -0.232 0.204
C 0.031 -2.315 2.401 -0.293 0.315 0.156 -0.419
C -0.299 -1.421 3.474 0.072 -0.241 -0.202 -0.449
H 0.373 -0.701 3.939 -0.173 -0.187 -0.108 0.215
H -2.189 -1.201 4.663 0.143 -0.047 -0.130 0.209
H -1.220 -3.841 1.342 0.149 0.077 0.157 0.208
H 1.007 -2.441 1.939 -0.150 0.173 -0.001 0.205
C -3.213 1.579 3.065 0.590 0.474 -0.229 -0.348
C -1.929 1.683 3.672 0.048 0.444 -0.575 -0.355
C -1.102 2.490 2.822 -0.454 -0.227 0.056 -0.430
H -1.660 1.264 4.644 0.031 0.130 -0.447 0.212
C -1.893 2.880 1.687 -0.374 -0.476 0.335 -0.400
C -3.186 2.296 1.833 0.376 0.372 0.694 -0.323
H -4.030 2.405 1.155 0.441 -0.051 0.181 0.227
H -4.081 1.098 3.523 0.515 0.210 -0.222 0.204
H -0.075 2.800 3.029 -0.355 -0.115 -0.064 0.210
H -1.599 3.560 0.884 0.006 -0.340 0.259 0.214
O 0.840 0.400 -1.930 -0.346 -1.767 0.255 -0.539
C 1.721 0.098 -0.812 0.284 -0.098 0.736 -0.080
C 2.283 -1.345 -1.029 -0.292 -0.282 -0.622 -0.437
H 1.237 0.218 0.206 0.190 -0.259 -1.252 0.147
H 2.550 0.829 -0.867 -0.978 -0.650 0.366 0.227
C 1.920 -1.587 -2.528 0.506 1.319 0.234 -0.437
H 1.795 -2.139 -0.420 0.213 0.722 -0.132 0.217
H 3.383 -1.413 -0.870 -0.683 0.179 0.007 0.203
C 0.560 -0.867 -2.652 0.501 0.024 0.742 -0.069
H 2.079 -2.611 -2.883 -0.578 0.118 0.167 0.211
H 2.593 -0.927 -3.104 -0.625 -0.834 0.239 0.200
H -0.265 -1.482 -2.192 0.545 0.875 -0.309 0.185
H 0.324 -0.590 -3.692 -0.097 -0.099 0.526 0.188
C -4.821 -1.095 1.957 -0.350 -0.218 0.078 -0.663
C -4.383 -0.915 0.497 -0.621 -0.230 -1.154 0.169
O -3.204 -0.247 0.327 -0.723 -0.780 -0.143 -0.963
C -4.319 -2.323 -0.259 0.576 -0.251 0.500 0.945
F -5.444 -3.103 -0.131 0.743 0.637 -0.069 -0.347
F -4.077 -2.201 -1.587 -0.191 -0.127 0.634 -0.330
F -3.286 -3.059 0.247 -0.898 0.431 -0.423 -0.331
C -5.556 -0.124 -0.272 0.421 0.415 0.482 0.947
F -6.790 -0.730 -0.201 0.989 0.421 -0.151 -0.347
F -5.709 1.113 0.289 -0.110 -0.816 -0.379 -0.340
F -5.274 0.083 -1.578 -0.384 -0.094 0.659 -0.325
H -4.084 -1.709 2.492 -0.210 0.499 -0.282 0.254
H -5.805 -1.583 2.070 0.302 0.181 -0.287 0.210
H -4.874 -0.093 2.401 0.022 -0.571 -0.214 0.236

***

One value per record, in order, for E_tot: -131588.18068, -140057.91974, -52047.33738 eV.